Below is a 5-piece molecular cluster, C2H14N2O4 overall, with properties calculated with the ωB97M-V functional and the def2-TZVPD basis.

Geometry as ORCA input:
```
! RIJCOSX wB97M-V def2-TZVPD def2/J DEFGRID3
* xyz 0 1
H -1.66 0.73 2.43
N -1.32 0.42 1.53
C -1.87 0.97 0.52
N -1.83 0.26 -0.67
C -1.43 1.13 -1.80
H -2.52 1.84 0.50
H -1.23 -0.56 -0.59
H -2.37 1.59 -2.12
H -0.68 1.88 -1.54
H -1.07 0.53 -2.62
O 0.29 -1.21 -1.59
H 0.93 -1.73 -1.05
H 0.47 -1.59 -2.45
O 1.49 0.24 2.14
H 0.56 0.21 1.88
H 1.54 0.83 2.90
O 2.34 0.93 -0.85
H 2.36 0.95 0.13
H 1.59 0.38 -1.16
O 1.15 -2.27 0.73
H 1.49 -1.62 1.35
H 0.19 -2.25 0.79
*
```

Properties
SMILES ... [H]/N=C/NC.O.O.O.O
Energy relative to the best compared isomer or geometry (same formula, charge and spin) ... 12.3 kcal per mole